Density functional theory data (the ωB97M-V functional and the def2-TZVPD basis) for C2HCl2O2P as an isolated structure in a non-equilibrium geometry.

XYZ file:
```
8
Properties=species:S:1:pos:R:3:forces:R:3
Cl 1.145952 -0.906875 -2.358059 1.217 -1.564 -3.657
Cl -1.338060 -1.778712 1.745719 -1.097 -5.121 -0.971
P 0.728948 -0.650852 0.649518 0.623 1.765 -1.424
O 0.019792 2.192185 -1.146496 0.201 2.609 -1.976
O -0.175414 0.882929 0.633614 1.117 -0.853 1.538
C 0.239799 1.171504 -0.662814 -1.155 -3.782 1.290
C 0.757245 -0.239522 -0.978395 -0.535 2.262 3.603
H -1.378263 -0.670657 2.116912 -0.371 4.685 1.596
```
Forces are in eV/Å.

The value obtained for the relative energy (zero: lowest compared OMol25 entry of this formula, charge and spin) is 49.68 kcal/mol. Its total charge is 0. The total energy is -1488.9510 Ha. Its strongest force on any atom is 0.1036 Eh/bohr. Its HOMO-LUMO gap is 0.302 Ha. As for the LUMO energy: -0.6 eV.


Density functional theory data (the ωB97M-V functional and the def2-TZVPD basis) for one molecule with the formula C2HCl2OP in a non-equilibrium geometry.

XYZ file:
```
7
Properties=species:S:1:pos:R:3:forces:R:3
Cl 2.401722 1.739009 2.643248 0.069 -0.532 0.262
Cl 2.638956 -1.407302 3.455891 -0.581 -0.013 0.001
P 3.331444 -0.008061 2.204852 -0.707 0.596 -2.615
O 2.284835 -0.362775 0.483537 0.507 0.641 1.123
C 1.123011 1.703294 -0.331486 0.414 -0.688 -0.686
C 1.680269 0.635102 -0.106848 0.100 0.731 1.505
H 0.752439 2.603312 -0.812377 0.196 -0.734 0.409
```
Forces are in eV/Å.

The value obtained for the relative energy (zero: lowest compared OMol25 entry of this formula, charge and spin) is 21.88 kcal/mol. Its total charge is 0. The total energy is -1413.7271 Ha. Its strongest force on any atom is 0.0539 Eh/bohr. Its HOMO-LUMO gap is 0.308 Ha. As for the LUMO energy: -0.7 eV.


Density functional theory data (the ωB97M-V functional and the def2-TZVPD basis) for one molecule with the formula C2HCl3FN in a non-equilibrium geometry.

XYZ file:
```
8
Properties=species:S:1:pos:R:3:forces:R:3
Cl 1.151874 1.927618 -0.061256 -0.050 -0.153 0.004
Cl 1.477590 -0.530210 -1.570323 -0.082 0.122 0.220
Cl 1.737237 -0.543841 1.334040 -0.151 0.138 -0.168
F -0.676630 -1.721170 0.151900 0.229 3.812 -0.254
N -1.541667 0.588837 0.043370 -0.144 0.687 -0.015
C 0.884112 0.180573 -0.045646 1.229 0.079 -0.146
C -0.556133 -0.108532 0.051411 -1.149 -4.352 0.334
H -2.476382 0.206722 0.096506 0.117 -0.333 0.025
```
Forces are in eV/Å.

The value obtained for the relative energy (zero: lowest compared OMol25 entry of this formula, charge and spin) is 9.33 kcal/mol. Its total charge is 0. The total energy is -1611.9643 Ha. Its strongest force on any atom is 0.0878 Eh/bohr. Its HOMO-LUMO gap is 0.425 Ha. As for the LUMO energy: 0.2 eV.


Density functional theory data (the ωB97M-V functional and the def2-TZVPD basis) for a 2-piece molecular cluster, C2HCl3N overall in a non-equilibrium geometry.

XYZ file:
```
7
Properties=species:S:1:pos:R:3:forces:R:3
Cl -3.679937 -0.999965 1.052393 -0.299 -0.326 0.154
Cl 2.017758 1.100311 1.646625 -2.086 -1.574 -1.837
Cl -3.519509 1.486835 -0.316816 0.829 -0.565 0.276
N -1.448402 0.039633 0.480607 -0.269 0.542 -0.783
C -2.762585 0.175466 0.389207 -0.590 0.381 0.157
C -0.366031 -0.139784 0.011640 -0.008 -0.072 0.155
H 1.105230 0.356428 0.760251 2.424 1.615 1.878
```
Forces are in eV/Å.

The value obtained for the relative energy (zero: lowest compared OMol25 entry of this formula, charge and spin) is 44.48 kcal/mol. Its total charge is +1. The total energy is -1511.7043 Ha. Its strongest force on any atom is 0.0674 Eh/bohr. Its HOMO-LUMO gap is 0.219 Ha. As for the LUMO energy: -8.6 eV.


Density functional theory data (the ωB97M-V functional and the def2-TZVPD basis) for C2HCl3S as an isolated structure in a non-equilibrium geometry.

XYZ file:
```
7
Properties=species:S:1:pos:R:3:forces:R:3
Cl 0.111783 -2.450405 0.065685 0.264 -0.949 0.281
Cl -2.089142 1.927218 0.151158 0.192 -0.823 -0.086
Cl 2.612949 0.106576 0.051279 -0.327 -0.360 -0.120
S -2.171727 -0.109672 -0.099355 2.738 -0.365 0.363
C 0.869194 0.200015 -0.065643 1.891 -3.630 0.949
C 0.064004 -0.822147 0.105006 -3.195 2.615 -0.974
H 0.602938 1.148418 -0.208129 -1.563 3.512 -0.412
```
Forces are in eV/Å.

The value obtained for the relative energy (zero: lowest compared OMol25 entry of this formula, charge and spin) is 37.75 kcal/mol. Its total charge is 0. The total energy is -1855.4750 Ha. Its strongest force on any atom is 0.0825 Eh/bohr. Its HOMO-LUMO gap is 0.303 Ha. As for the LUMO energy: -1.1 eV.


Density functional theory data (the ωB97M-V functional and the def2-TZVPD basis) for C2HClF2O2 as an isolated structure in a non-equilibrium geometry.

XYZ file:
```
8
Properties=species:S:1:pos:R:3:forces:R:3
Cl 1.365985 -0.292707 -1.686868 -1.281 -0.400 0.317
F -1.913010 -0.300732 0.593345 -0.293 0.029 0.221
F -1.727706 -1.702687 -1.051362 0.360 0.281 0.176
O 1.540285 1.119831 0.987896 1.918 0.669 -1.507
O 0.308490 1.271012 0.366794 -1.411 -3.426 -1.182
C -0.006183 -0.127876 -0.694150 1.568 3.198 2.638
C -1.163160 -0.705216 -0.388228 0.847 0.059 -0.879
H 1.595298 0.738373 1.872574 -1.709 -0.409 0.216
```
Forces are in eV/Å.

The value obtained for the relative energy (zero: lowest compared OMol25 entry of this formula, charge and spin) is 138.42 kcal/mol. Its total charge is 0. The total energy is -887.0056 Ha. Its strongest force on any atom is 0.0862 Eh/bohr. Its HOMO-LUMO gap is 0.393 Ha. As for the LUMO energy: 0.6 eV.


no.,highest occupied orbital energy (eV)
1,-8.86
2,-9.11
3,-11.39
4,-14.53
5,-9.30
6,-10.12